CuH12O6 | ωB97M-V/def2-TZVPD

The geometry in XYZ format:
```
19
Properties=species:S:1:pos:R:3:forces:R:3:mulliken_spin:R:1
Cu 3.27900 -18.97000 14.71500 -0.15 0.14 -0.12 0.86
O 1.63900 -19.71600 15.78400 0.26 1.16 1.54 0.00
H 1.25800 -19.26700 16.57000 0.56 -0.25 -0.46 0.00
H 0.93500 -20.26900 15.51100 -1.16 -1.14 -0.71 0.00
O 3.50000 -20.82200 13.81100 0.01 -0.11 -0.48 0.02
H 4.14200 -21.03300 13.11000 -0.11 0.07 0.26 0.00
H 2.76600 -21.45100 13.69400 0.29 0.12 0.22 0.00
O 4.72600 -19.42700 16.17800 -0.47 0.23 -0.89 0.04
H 4.97200 -18.92000 16.95700 -0.27 0.15 0.47 0.00
H 5.55900 -19.56000 15.72200 0.51 -0.47 -0.11 0.00
O 1.92800 -18.44100 13.22600 0.56 -1.29 -1.15 0.05
H 1.79100 -17.54400 12.91400 -0.16 0.49 0.08 0.00
H 2.03800 -18.97000 12.38700 -0.27 0.60 1.12 0.00
O 4.73700 -17.79200 13.55000 0.60 1.24 -0.26 0.00
H 5.53100 -17.43100 14.01500 -0.70 -0.29 -0.78 0.00
H 4.47700 -17.09600 12.88300 0.53 -1.02 0.93 0.00
O 2.90200 -17.17500 15.65800 1.75 1.14 0.82 0.02
H 2.21400 -16.51900 15.73400 -1.09 0.12 -0.11 0.00
H 3.68100 -16.63100 15.94900 -0.70 -0.88 -0.36 0.00
```
Forces are in eV/Å.

The spin multiplicity is 2. As for the HOMO energy (alpha / beta): -20.25 / -19.92 eV. The energy above the lowest of the compared OMol25 structures with the same formula, charge and spin comes out at 16.5 kJ/mol. The charge is +2. As for the gap between HOMO and LUMO (alpha / beta): 12.9 / 9.8 eV.

C47H88Br2N12O12 | ωB97M-V/def2-TZVPD

The geometry in XYZ format:
```
161
Properties=species:S:1:pos:R:3:forces:R:3:lowdin_charge:R:1
C -0.13998 -1.99233 1.63281 0.38 0.71 0.24 -0.19
C 0.91631 -1.20789 0.82119 -0.96 -1.48 0.09 -0.76
Br 2.59218 -1.25413 1.81078 0.05 0.53 -0.07 0.77
C 1.02994 -1.88023 -0.56332 0.74 0.52 0.64 -0.62
Br 1.52180 -3.72320 -0.25055 0.04 -0.26 -0.45 0.84
C 1.84003 -1.05557 -1.60022 -1.40 0.05 -0.04 -0.19
C 2.42858 0.27665 -1.12247 0.12 -0.51 -0.66 -0.07
C 2.96930 0.81632 -2.43877 0.94 -0.39 0.23 -0.30
C 3.94485 1.97160 -2.39129 -0.01 0.25 0.54 -0.09
C 4.95442 1.98086 -1.24057 0.59 1.16 -0.11 -0.23
N 5.25005 3.39634 -0.91125 -0.65 -0.20 -0.06 0.00
O 1.92498 1.21273 -3.41189 -0.09 -0.34 -0.05 0.09
C 0.91968 1.79126 -2.86614 1.02 -0.65 -0.56 -0.34
N 0.01320 2.25167 -2.34891 -1.14 0.57 0.63 0.22
C 3.51326 -0.50155 -2.99524 0.42 0.86 0.02 0.02
C 4.59484 -0.42182 -4.03569 0.65 -0.62 -1.85 -0.68
O 5.71735 -0.02385 -3.70786 -0.49 0.06 0.64 0.04
O 4.16764 -0.75563 -5.16250 -0.36 0.11 0.55 0.03
N 2.93548 -1.54097 -2.49592 1.09 0.88 -0.46 0.12
C 3.36891 -2.85625 -2.98747 -0.96 -1.54 0.57 -0.12
C 4.42448 -3.54591 -2.14525 0.80 0.09 -0.12 -0.17
C 5.80871 -2.87692 -2.16137 0.19 -0.32 0.57 -0.12
C 6.20582 -2.17016 -0.88162 0.23 0.62 -0.07 -0.21
C 7.09795 -1.09715 -0.97721 0.14 0.03 0.42 -0.05
C 7.52730 -0.43472 0.16325 0.18 0.25 0.29 -0.09
C 7.08705 -0.79404 1.43079 -0.45 -0.60 0.04 -0.09
C 6.19909 -1.85821 1.54297 0.15 0.11 -0.57 -0.11
C 5.78020 -2.52474 0.39382 -0.21 -0.28 0.09 -0.07
H -0.66366 -1.26644 2.25596 -0.09 -0.09 0.15 0.08
H 0.30642 -2.74524 2.27849 -0.15 -0.02 -0.22 0.01
H -0.86082 -2.42938 0.95199 -0.18 -0.11 0.04 0.04
H 0.51595 -0.20720 0.71733 0.55 0.37 -0.10 0.09
H 0.00424 -1.90789 -0.91294 -0.09 -0.24 -0.18 0.09
H 1.06940 -0.76427 -2.31832 -0.16 -0.23 -0.07 0.15
H 1.74525 0.92025 -0.58636 -0.05 0.14 0.03 0.13
H 3.29912 0.00943 -0.53073 -0.01 0.31 0.32 0.09
H 3.34975 2.87864 -2.27759 -0.16 0.03 0.12 0.13
H 4.49153 2.07981 -3.32357 -0.14 -0.22 -0.23 0.13
H 5.88674 1.51425 -1.54534 -0.20 -0.65 0.02 0.10
H 4.58509 1.53229 -0.32494 -0.07 -0.23 -0.01 0.11
H 5.95191 3.77481 -1.52846 0.18 0.05 0.16 0.07
H 5.52059 3.49705 0.05396 0.29 0.06 -0.04 0.06
H 2.49945 -3.51272 -3.03088 -0.23 0.15 0.10 0.09
H 3.71387 -2.79344 -4.01318 0.05 0.66 -0.09 0.13
H 4.12332 -3.71250 -1.11905 -0.34 0.13 0.01 0.03
H 4.53432 -4.54314 -2.56830 -0.17 -0.08 -0.17 0.12
H 5.95250 -2.17299 -2.97526 -0.15 -0.04 -0.14 0.09
H 6.55242 -3.65951 -2.32297 0.07 -0.07 -0.04 0.12
H 7.48905 -0.77246 -1.93091 -0.19 -0.06 -0.17 0.11
H 8.22504 0.38890 0.08928 0.06 0.04 -0.19 0.10
H 7.41818 -0.30395 2.33435 0.14 0.24 -0.08 0.10
H 5.82054 -2.18933 2.49780 0.04 0.03 0.16 0.10
H 5.10518 -3.36050 0.52606 -0.08 -0.02 -0.01 0.09
C 0.44390 -5.21153 -7.12016 -0.02 -0.05 0.05 -0.01
C 0.83705 -4.34431 -5.94825 0.09 0.12 0.14 -0.55
O 0.89705 -4.78581 -4.80840 0.01 -0.01 0.01 0.02
N 1.13163 -3.04463 -6.20159 -0.14 -0.20 -0.10 0.02
C 1.12526 -2.34529 -7.47407 0.16 0.15 0.33 -0.07
H 0.24414 -6.21470 -6.75677 0.02 0.02 0.08 0.08
H -0.45710 -4.82550 -7.59802 0.06 0.01 -0.10 0.08
H 1.25180 -5.25793 -7.85088 -0.07 0.04 -0.08 0.08
H 1.39048 -2.52073 -5.38055 0.09 0.06 -0.05 0.12
H 2.12114 -1.94879 -7.67496 -0.03 0.02 -0.10 0.09
H 0.42324 -1.51140 -7.42998 -0.01 0.00 -0.13 0.08
H 0.83610 -3.00785 -8.28248 -0.02 -0.04 0.02 0.07
C -3.95337 -4.31982 -0.43477 0.22 0.15 -0.03 -0.01
C -3.80873 -2.89598 0.03291 0.12 -0.01 -0.04 -0.54
O -2.80277 -2.23164 -0.18692 0.02 0.06 -0.07 0.01
N -4.84833 -2.36144 0.71947 0.01 -0.13 -0.04 0.01
C -6.10767 -2.99618 1.06737 0.12 0.34 0.07 -0.07
H -3.04972 -4.60942 -0.96398 0.05 0.08 0.03 0.09
H -4.09083 -4.98999 0.41270 -0.15 -0.08 -0.08 0.09
H -4.80072 -4.41621 -1.10943 -0.09 -0.12 0.12 0.07
H -4.69613 -1.40776 1.00746 -0.03 0.01 0.00 0.14
H -6.93445 -2.43155 0.63327 -0.08 -0.11 0.01 0.08
H -6.22668 -3.00446 2.15204 -0.08 -0.10 -0.01 0.08
H -6.14575 -4.01655 0.69973 0.03 0.00 -0.02 0.07
C -3.68018 6.84910 -1.23847 0.01 0.11 -0.01 -0.01
C -2.99422 6.07583 -0.14022 0.01 -0.01 0.13 -0.55
O -3.14615 6.35260 1.04311 0.05 0.07 -0.02 0.01
N -2.18739 5.05131 -0.51009 -0.11 0.18 -0.14 0.01
C -1.88000 4.57455 -1.85008 -0.07 0.07 0.40 -0.10
H -4.28197 7.63384 -0.79031 0.01 -0.03 0.09 0.08
H -2.94399 7.31167 -1.89941 -0.04 -0.04 -0.08 0.07
H -4.33342 6.19858 -1.82105 0.06 0.01 -0.08 0.08
H -1.75851 4.57821 0.26910 0.01 -0.05 -0.02 0.13
H -2.17640 3.53257 -1.93608 0.05 -0.02 -0.17 0.06
H -0.80843 4.64288 -2.01945 0.00 -0.04 -0.16 0.06
H -2.39864 5.15911 -2.60314 -0.03 0.07 0.07 0.08
C -6.40011 -6.22728 -3.40219 0.00 0.04 0.05 -0.01
C -5.68275 -6.97350 -2.30204 0.01 -0.05 0.13 -0.55
O -5.80452 -6.66740 -1.12573 -0.11 0.01 -0.05 0.01
N -4.88362 -8.00886 -2.66457 -0.10 0.11 -0.13 0.01
C -4.61379 -8.51444 -3.99803 0.16 -0.13 0.36 -0.07
H -6.99285 -5.43532 -2.95488 0.01 -0.02 0.07 0.08
H -5.68412 -5.78116 -4.09363 -0.05 -0.06 -0.08 0.09
H -7.06608 -6.89553 -3.94878 0.05 0.03 -0.09 0.08
H -4.43516 -8.46148 -1.88367 0.02 -0.01 -0.01 0.14
H -4.91653 -9.56077 -4.06208 -0.02 0.01 -0.14 0.08
H -3.54448 -8.45034 -4.20510 -0.03 0.01 -0.14 0.08
H -5.15215 -7.94593 -4.74802 -0.02 0.03 0.02 0.07
C -3.31915 6.26238 6.12867 0.11 -0.14 0.12 -0.01
C -2.03843 5.48134 6.28811 0.01 -0.07 0.14 -0.55
O -1.71610 4.95945 7.34568 -0.02 0.02 -0.02 0.02
N -1.23471 5.37325 5.19612 -0.16 0.14 -0.01 0.00
C -1.44329 5.91993 3.86479 0.37 -0.27 0.24 -0.08
H -3.85007 6.26316 7.07530 0.06 -0.04 0.04 0.09
H -3.11137 7.29202 5.84657 -0.13 -0.01 -0.15 0.05
H -3.95584 5.80528 5.37179 -0.02 0.17 -0.09 0.09
H -0.39744 4.84034 5.36819 0.01 0.00 -0.01 0.13
H -1.46319 5.10596 3.14026 -0.12 0.13 -0.14 0.07
H -0.61519 6.58794 3.61630 -0.09 0.07 -0.13 0.08
H -2.37452 6.46967 3.79522 -0.03 -0.04 0.00 0.07
C -3.70866 10.42597 5.42588 -0.01 -0.05 0.00 -0.01
C -4.97021 9.81338 4.86138 -0.09 -0.12 -0.04 -0.55
O -5.24648 8.63587 5.01562 0.07 0.06 0.05 0.03
N -5.80259 10.63132 4.16289 0.16 0.09 0.09 0.00
C -5.64511 12.04475 3.87669 -0.31 -0.27 -0.11 -0.08
H -3.15326 9.65668 5.95275 -0.05 -0.05 0.00 0.07
H -3.08316 10.82283 4.62540 0.00 0.10 0.05 0.09
H -3.95025 11.22389 6.12880 0.06 0.07 -0.05 0.09
H -6.62301 10.16239 3.81335 0.00 0.00 -0.02 0.14
H -6.48834 12.60041 4.29067 0.08 0.12 0.01 0.08
H -5.62518 12.20152 2.79682 0.07 0.12 0.02 0.08
H -4.72647 12.43018 4.30471 0.02 -0.03 0.02 0.07
C -0.22326 -6.04306 5.33640 0.09 0.07 -0.08 0.00
C -0.37585 -4.69796 4.66996 0.02 0.07 -0.10 -0.53
O 0.17857 -4.41553 3.61463 0.10 -0.33 0.16 0.01
N -1.16605 -3.78073 5.28428 0.02 -0.16 0.06 0.01
C -1.90346 -3.91780 6.52651 0.02 0.33 -0.25 -0.07
H 0.42578 -6.67249 4.73690 -0.03 -0.02 -0.07 0.05
H 0.21826 -5.92871 6.32747 -0.10 -0.03 0.05 0.09
H -1.19021 -6.53879 5.42371 0.01 -0.02 0.10 0.09
H -1.22619 -2.90485 4.78919 -0.01 0.01 0.02 0.14
H -2.96808 -3.76721 6.34013 -0.03 -0.08 0.11 0.08
H -1.56712 -3.16242 7.23844 -0.04 -0.08 0.11 0.08
H -1.75758 -4.90055 6.96011 0.02 -0.02 -0.03 0.07
C 1.51290 8.42353 -2.81230 -0.04 0.01 -0.04 -0.01
C 0.20635 8.77320 -2.13989 -0.14 0.00 0.03 -0.56
O -0.81622 8.97548 -2.77541 0.00 -0.06 -0.04 0.02
N 0.20031 8.85314 -0.78315 0.16 -0.03 -0.11 0.01
C 1.30298 8.64399 0.13638 -0.40 0.08 0.09 -0.07
H 1.35320 8.39734 -3.88551 -0.08 0.02 0.01 0.08
H 2.27264 9.17345 -2.58946 0.07 -0.08 0.04 0.08
H 1.86260 7.44327 -2.48586 0.09 0.05 0.04 0.08
H -0.70175 9.08743 -0.39867 -0.01 -0.03 0.03 0.14
H 1.06030 7.82867 0.82011 0.13 -0.02 0.02 0.08
H 1.46929 9.54908 0.72304 0.13 -0.04 0.02 0.08
H 2.21480 8.39721 -0.39605 -0.01 0.00 -0.04 0.07
C 2.08215 -10.12308 1.84036 -0.04 -0.03 0.03 -0.01
C 1.59473 -8.86676 2.52372 -0.08 0.07 0.10 -0.55
O 0.78047 -8.90125 3.43431 0.03 -0.05 -0.01 0.03
N 2.09641 -7.68357 2.08982 0.04 -0.18 0.01 0.02
C 3.06228 -7.44553 1.03298 -0.28 0.37 0.33 -0.07
H 1.59264 -10.97745 2.29697 -0.04 0.05 0.05 0.08
H 1.83436 -10.10340 0.77847 0.11 -0.01 -0.03 0.08
H 3.16060 -10.23183 1.96037 0.01 0.00 -0.11 0.08
H 1.73081 -6.88118 2.58362 -0.02 0.06 -0.07 0.13
H 3.92828 -6.93024 1.45218 0.10 -0.04 -0.17 0.08
H 2.60185 -6.80507 0.27871 0.17 -0.04 -0.16 0.06
H 3.38756 -8.36901 0.56711 -0.04 -0.04 0.04 0.07
```
Forces are in eV/Å.

As for the HOMO energy: -8.90 eV. The charge is 0. As for the gap between HOMO and LUMO: 8.5 eV.

| no. | maximum force (hartree/bohr) | total energy (Eh) |
| --- | --- | --- |
| 1 | 0.044 | -2098.5105 |
| 2 | 0.040 | -8551.7264 |